P) A structure of composition C19H19AsCaN5O2S5Sb. Source: OMol25; level of theory: the ωB97M-V functional and the def2-TZVPD basis.

Computed properties:
total charge	-2
frontier orbital gap	5.92	eV

CARTESIAN COORDINATES (ANGSTROEM)
Ca -0.264 -0.107 -0.090
S 2.276 0.958 4.714
Sb 2.105 -0.470 2.935
S 1.989 1.157 1.087
S 2.717 0.239 -0.616
S 3.598 -2.117 2.608
N -1.747 1.947 0.820
N -1.683 2.003 2.231
C -1.327 0.780 2.837
N -1.176 0.868 4.199
N -1.221 -0.223 2.057
N -0.619 -1.478 2.425
O 0.311 -1.257 3.461
O 0.099 -1.836 1.313
H -1.534 2.863 0.447
H -2.652 1.637 0.475
H -2.482 2.435 2.680
H -0.562 1.639 4.448
H -0.728 0.017 4.533
S -2.516 -0.086 -1.909
C -2.316 -0.209 -3.651
C -3.425 -0.008 -4.489
C -3.322 -0.107 -5.865
C -2.102 -0.413 -6.460
C -0.994 -0.619 -5.649
C -1.089 -0.527 -4.265
As 0.417 -0.662 -3.039
C 0.201 -2.525 -2.445
C 1.043 -2.964 -1.427
C 0.901 -4.245 -0.904
C -0.069 -5.094 -1.412
C -0.910 -4.659 -2.430
C -0.785 -3.375 -2.939
C 1.910 -0.952 -4.272
C 2.088 -2.120 -5.008
C 3.182 -2.261 -5.851
C 4.118 -1.240 -5.956
C 3.958 -0.081 -5.210
C 2.860 0.061 -4.370
H -4.374 0.232 -4.026
H -4.201 0.057 -6.479
H -2.014 -0.490 -7.537
H -0.039 -0.855 -6.106
H 1.796 -2.306 -1.003
H 1.530 -4.542 -0.076
H -0.191 -6.088 -0.995
H -1.684 -5.313 -2.815
H -1.468 -3.029 -3.706
H 1.373 -2.929 -4.912
H 3.311 -3.177 -6.416
H 4.979 -1.356 -6.604
H 4.699 0.708 -5.264
H 2.758 0.946 -3.752

Q) A structure of composition C19H19AsCaN5O2S5Sb. Source: OMol25; level of theory: the ωB97M-V functional and the def2-TZVPD basis.

Computed properties:
total charge	-2
frontier orbital gap	5.69	eV

CARTESIAN COORDINATES (ANGSTROEM)
Ca -0.398 0.050 0.608
S 3.890 1.252 3.154
Sb 2.835 -0.437 2.024
S 0.666 -0.883 2.939
S 2.272 0.391 -0.162
S 3.942 -2.436 1.757
N -0.134 0.462 -2.037
N 0.445 1.728 -2.216
C 0.396 2.594 -1.177
N 1.372 3.522 -1.128
N -0.613 2.422 -0.333
N -0.830 3.368 0.625
O -1.370 2.947 1.628
O -0.563 4.550 0.424
H 0.603 -0.239 -2.082
H -0.865 0.290 -2.716
H 1.317 1.742 -2.726
H 2.280 3.065 -1.153
H 1.288 4.186 -0.374
S -3.034 -0.539 -0.522
C -3.546 -2.187 -0.212
C -4.907 -2.477 -0.019
C -5.350 -3.764 0.218
C -4.448 -4.822 0.279
C -3.100 -4.563 0.086
C -2.644 -3.273 -0.172
As -0.772 -2.827 -0.356
C -0.535 -2.820 -2.293
C 0.773 -2.810 -2.776
C 1.021 -2.674 -4.134
C -0.036 -2.536 -5.025
C -1.340 -2.535 -4.549
C -1.590 -2.674 -3.189
C 0.171 -4.472 0.059
C 1.020 -4.440 1.160
C 1.781 -5.558 1.484
C 1.688 -6.707 0.718
C 0.849 -6.742 -0.392
C 0.101 -5.624 -0.726
H -5.611 -1.654 -0.048
H -6.409 -3.946 0.371
H -4.789 -5.830 0.482
H -2.386 -5.376 0.147
H 1.604 -2.888 -2.080
H 2.043 -2.665 -4.494
H 0.158 -2.424 -6.086
H -2.170 -2.419 -5.236
H -2.608 -2.651 -2.818
H 1.126 -3.533 1.747
H 2.468 -5.490 2.318
H 2.288 -7.575 0.968
H 0.793 -7.634 -1.005
H -0.529 -5.637 -1.609

Most stable: Q). Least stable: P).

P) A structure of composition C49H43CrN10O2S2Te. Source: OMol25; level of theory: the ωB97M-V functional and the def2-TZVPD basis.

Computed properties:
⟨S²⟩	6.0170
total charge	-1
multiplicity	5
frontier orbital gap (alpha / beta)	4.18 / 4.44	eV

CARTESIAN COORDINATES (ANGSTROEM)
Cr -0.504 -0.521 0.399
O -2.474 0.043 0.955
S -3.746 0.820 1.037
C -4.690 -0.092 2.375
C -4.005 -1.391 2.760
C -2.958 -1.185 3.853
C -2.151 -2.442 4.134
S -0.461 -2.354 3.319
O -0.492 -1.088 2.527
C 0.432 -1.900 4.813
C 1.013 -2.909 5.573
C 1.760 -2.575 6.693
C 1.940 -1.240 7.033
C 1.370 -0.241 6.254
C 0.611 -0.566 5.141
C -4.675 0.263 -0.377
C -4.325 -0.935 -0.989
C -4.947 -1.311 -2.165
C -5.926 -0.500 -2.731
C -6.280 0.692 -2.107
C -5.653 1.081 -0.937
H -5.692 -0.240 1.972
H -4.738 0.601 3.216
H -3.522 -1.834 1.883
H -4.762 -2.102 3.105
H -3.453 -0.843 4.766
H -2.273 -0.391 3.538
H -2.620 -3.336 3.717
H -1.971 -2.597 5.196
H 0.879 -3.942 5.271
H 2.224 -3.355 7.284
H 2.543 -0.981 7.894
H 1.532 0.802 6.496
H 0.189 0.206 4.507
H -3.546 -1.555 -0.554
H -4.659 -2.239 -2.643
H -6.417 -0.800 -3.648
H -7.044 1.323 -2.545
H -5.913 2.013 -0.448
N 8.412 -0.309 5.362
C 7.410 -0.296 4.792
C 6.170 -0.286 4.097
C 5.803 0.799 3.289
C 4.601 0.794 2.619
C 3.703 -0.288 2.715
C 4.083 -1.357 3.546
C 5.286 -1.363 4.218
C 2.459 -0.293 1.944
C 1.618 0.907 1.978
C 1.790 2.021 2.818
C 0.691 2.872 2.608
C -0.098 2.242 1.660
N 0.441 1.058 1.272
C 2.155 -1.405 1.159
C 2.811 -2.717 1.127
C 2.156 -3.504 0.259
C 1.090 -2.706 -0.376
N 1.169 -1.412 0.228
H 6.483 1.635 3.184
H 4.341 1.626 1.979
H 3.393 -2.175 3.692
H 5.551 -2.197 4.857
H 2.599 2.184 3.513
H 0.492 3.822 3.084
H -1.038 2.602 1.264
H 3.675 -2.993 1.709
H 2.379 -4.526 -0.011
H 1.206 -2.689 -1.463
N 3.173 1.184 -6.420
C 3.108 1.125 -5.273
C 3.034 1.070 -3.855
C 4.151 0.723 -3.087
C 4.037 0.725 -1.714
C 2.816 1.068 -1.144
N 1.737 1.367 -1.864
C 1.843 1.371 -3.180
H 5.081 0.467 -3.578
H 4.877 0.472 -1.082
H 2.689 1.109 -0.069
H 0.953 1.638 -3.745
Te -1.068 -3.203 -0.085
C -0.620 -1.400 -3.296
C -1.278 -0.212 -2.696
N -1.045 0.299 -1.503
C -1.779 1.465 -1.443
C -2.510 1.620 -2.572
N -2.203 0.540 -3.369
C -2.713 0.340 -4.703
N -1.809 0.739 -5.752
N -1.499 -0.152 -6.734
N -0.740 0.406 -7.589
C -0.504 1.698 -7.201
C 0.269 2.701 -7.785
C 0.328 3.912 -7.133
C -0.366 4.139 -5.935
C -1.148 3.164 -5.348
C -1.199 1.934 -6.002
H 0.356 -1.517 -2.833
H -0.482 -1.264 -4.371
H -1.194 -2.311 -3.122
H -1.714 2.131 -0.603
H -3.250 2.352 -2.850
H -3.640 0.912 -4.769
H -2.924 -0.714 -4.874
H 0.818 2.512 -8.696
H 0.938 4.708 -7.540
H -0.284 5.103 -5.451
H -1.666 3.350 -4.419

Q) A structure of composition C49H43CrN10O2S2Te. Source: OMol25; level of theory: the ωB97M-V functional and the def2-TZVPD basis.

Computed properties:
⟨S²⟩	6.0165
total charge	-1
multiplicity	5
frontier orbital gap (alpha / beta)	4.45 / 4.57	eV

CARTESIAN COORDINATES (ANGSTROEM)
Cr -0.244 0.020 0.118
O 1.555 0.767 1.075
S 2.950 0.937 1.548
C 2.929 2.360 2.679
C 1.583 3.087 2.661
C 0.611 2.491 3.681
C -0.795 3.086 3.606
S -1.939 1.962 2.701
O -1.078 0.853 2.188
C -2.749 1.213 4.116
C -3.862 1.822 4.675
C -4.524 1.195 5.723
C -4.082 -0.041 6.177
C -2.986 -0.653 5.586
C -2.309 -0.029 4.543
C 3.762 1.710 0.139
C 2.961 2.251 -0.849
C 3.573 2.758 -1.993
C 4.954 2.709 -2.128
C 5.740 2.155 -1.127
C 5.137 1.641 0.016
H 3.766 2.988 2.374
H 3.146 1.955 3.670
H 1.134 3.047 1.665
H 1.760 4.142 2.891
H 1.011 2.636 4.688
H 0.541 1.414 3.505
H -0.816 4.023 3.045
H -1.231 3.255 4.589
H -4.218 2.772 4.287
H -5.398 1.657 6.166
H -4.615 -0.543 6.976
H -2.669 -1.636 5.910
H -1.493 -0.521 4.025
H 1.877 2.232 -0.756
H 2.955 3.177 -2.779
H 5.423 3.101 -3.023
H 6.816 2.110 -1.239
H 5.737 1.182 0.795
N -8.767 -3.695 4.480
C -7.809 -3.331 3.958
C -6.602 -2.875 3.300
C -5.675 -3.792 2.804
C -4.525 -3.351 2.181
C -4.241 -1.981 2.009
C -5.180 -1.085 2.549
C -6.340 -1.516 3.169
C -3.020 -1.539 1.322
C -1.721 -2.126 1.772
C -1.530 -3.011 2.837
C -0.132 -3.177 2.992
C 0.449 -2.382 2.021
N -0.498 -1.745 1.271
C -3.127 -0.622 0.295
C -4.335 0.134 -0.136
C -3.972 1.022 -1.063
C -2.526 0.852 -1.365
N -2.109 -0.227 -0.502
H -5.870 -4.853 2.904
H -3.816 -4.074 1.797
H -4.964 -0.023 2.517
H -7.038 -0.797 3.580
H -2.299 -3.464 3.445
H 0.382 -3.793 3.716
H 1.506 -2.228 1.839
H -5.333 0.002 0.254
H -4.617 1.725 -1.572
H -2.367 0.654 -2.427
N -1.213 -4.327 -6.633
C -1.377 -4.092 -5.520
C -1.584 -3.808 -4.110
C -2.851 -3.931 -3.557
C -3.009 -3.664 -2.211
C -1.891 -3.290 -1.471
N -0.682 -3.155 -2.005
C -0.527 -3.408 -3.299
H -3.688 -4.224 -4.178
H -3.976 -3.733 -1.732
H -1.967 -3.074 -0.412
H 0.467 -3.278 -3.721
Te -1.095 2.550 -0.983
C 0.492 0.329 -3.699
C 1.477 -0.270 -2.759
N 1.235 -0.692 -1.547
C 2.413 -1.256 -1.090
C 3.387 -1.133 -2.020
N 2.789 -0.480 -3.092
C 3.439 -0.146 -4.323
N 3.169 -1.073 -5.405
N 2.727 -0.578 -6.579
N 2.621 -1.519 -7.437
C 3.005 -2.701 -6.815
C 3.062 -4.004 -7.318
C 3.473 -4.989 -6.458
C 3.817 -4.692 -5.114
C 3.766 -3.418 -4.609
C 3.350 -2.418 -5.505
H -0.496 -0.034 -3.429
H 0.702 0.042 -4.731
H 0.473 1.416 -3.610
H 2.460 -1.728 -0.120
H 4.436 -1.379 -2.012
H 4.509 -0.108 -4.124
H 3.112 0.826 -4.687
H 2.768 -4.216 -8.337
H 3.514 -6.015 -6.798
H 4.120 -5.501 -4.461
H 4.011 -3.209 -3.577

Most stable: Q). Least stable: P).

P) A cluster of 2 separate species, C6H11NSi in total. Source: OMol25; level of theory: the ωB97M-V functional and the def2-TZVPD basis.

Computed properties:
frontier orbital gap (alpha / beta)	6.14 / 6.13	eV

CARTESIAN COORDINATES (ANGSTROEM)
C -0.572 0.357 2.424
C 2.036 -0.817 1.776
C 0.142 0.226 1.246
C 1.340 0.393 -1.438
C -1.477 1.557 -0.669
C -1.082 -1.651 -0.761
N -1.030 0.565 3.442
Si -0.242 0.093 -0.557
H 2.407 -0.794 0.763
H 2.299 -1.097 2.769
H 2.295 0.112 -1.107
H 1.186 0.135 -2.500
H 1.432 1.449 -1.259
H -1.694 1.836 0.319
H -1.027 2.337 -1.247
H -2.411 1.362 -1.080
H -0.359 -2.386 -0.427
H -1.831 -1.820 0.016
H -1.410 -1.858 -1.712

Q) An isolated molecule of C6H11NSi. Source: OMol25; level of theory: the ωB97M-V functional and the def2-TZVPD basis.

Computed properties:
SMILES	C=N/C=C/C(=C)[SiH2]C
frontier orbital gap	8.49	eV

CARTESIAN COORDINATES (ANGSTROEM)
C -1.266 0.269 -3.212
N -0.920 -0.587 -2.362
C -0.072 -0.367 -1.321
C -0.134 -1.303 -0.377
C 0.482 -1.311 0.868
C 0.834 -2.376 1.626
Si 1.018 0.781 1.513
C -0.201 2.041 1.080
H -2.084 -0.012 -3.750
H -0.723 1.235 -3.304
H 0.318 0.687 -1.025
H -0.683 -2.219 -0.649
H 1.412 -2.233 2.436
H 0.191 -3.193 1.438
H 2.411 1.025 1.079
H 0.787 0.625 3.037
H -1.201 1.645 1.305
H 0.003 2.975 1.569
H -0.171 2.314 0.048

Most stable: Q). Least stable: P).